(1)
Molecular formula: C31H68GaNO9PS
Method: DFT, ωB97M-V with the def2-TZVPD basis set

Calculated values
- Multiplicity: 1
- Calculated total energy: -4618.1348 Eh
- Charge: -1
- Lowest unoccupied orbital energy: 2.18 eV
- HOMO: -0.1529 hartree

Last column: Mulliken charge in e.
Element x y z (Å)
C1 3.00140 -0.75314 2.91624  -0.46
C2 3.41140 0.84026 2.71926  -0.54
C3 2.63260 1.54198 1.41505  -0.29
C4 2.21047 3.09344 1.64832  0.33
N1 0.98916 3.38192 2.45323  -0.29
Ga1 0.01957 1.85421 3.09989  0.35
P1 -1.32858 0.79376 1.44254  0.08
S1 -0.54180 -0.85804 0.76492  -0.44
H1 1.89228 -0.84229 2.48363  0.01
H2 3.75274 -1.50382 2.42533  0.16
H3 2.88196 -0.90338 4.09320  0.21
H4 4.58200 0.83428 2.49053  0.26
H5 3.19576 1.50419 3.66255  0.24
H6 3.47290 1.55057 0.56497  0.38
H7 1.78334 0.84222 0.97260  -0.05
H8 3.11084 3.70692 2.13562  0.22
H9 2.06340 3.58922 0.57310  -0.70
H10 1.29618 3.92070 3.31732  0.21
H11 0.90358 0.77993 3.93156  -0.17
H12 -1.06274 2.41617 4.18275  -0.46
H13 -2.55972 0.39237 2.13728  -0.01
H14 -1.76204 1.71801 0.40909  -0.02
C5 -2.26011 -5.59700 3.31559  -1.13
C6 -2.74433 -4.17286 3.25597  0.96
O1 -2.71335 -3.44587 4.24755  -0.61
C7 -3.26786 -3.67275 1.93618  -0.96
H15 -1.91109 -5.81934 4.32952  0.31
H16 -3.07870 -6.27825 3.07010  0.31
H17 -1.42796 -5.73582 2.62079  0.30
H18 -4.13135 -4.26831 1.62926  0.30
H19 -2.48055 -3.72591 1.18003  0.32
H20 -3.58190 -2.62891 2.04250  0.18
C8 -0.21809 2.98375 -2.03932  -0.02
C9 -1.54016 3.69342 -2.16046  0.69
O2 -2.56303 3.22759 -1.66101  -0.64
C10 -1.56219 4.99506 -2.91631  -0.61
H21 -0.35374 2.05895 -1.46868  0.09
H22 0.15948 2.72957 -3.03294  0.34
H23 0.49750 3.61899 -1.51120  -0.28
H24 -1.24449 4.83043 -3.94900  0.25
H25 -0.90647 5.71978 -2.42719  -0.12
H26 -2.58229 5.39367 -2.92267  0.30
C11 0.96826 -9.58023 1.18682  -1.14
C12 0.48404 -8.15610 1.12720  0.84
O3 0.51503 -7.42910 2.11878  -0.54
C13 -0.03949 -7.65599 -0.19259  -0.97
H27 1.31728 -9.80257 2.20075  0.29
H28 0.14968 -10.26148 0.94133  0.32
H29 1.80041 -9.71906 0.49202  0.34
H30 -0.90297 -8.25155 -0.49951  0.33
H31 0.74782 -7.70914 -0.94874  0.34
H32 -0.35353 -6.61214 -0.08627  0.19
C14 -3.92933 5.14386 -6.43495  -1.03
C15 -3.51779 6.57157 -6.19316  0.85
O4 -2.48531 6.84383 -5.58276  -0.53
C16 -4.41840 7.65314 -6.72715  -1.12
H33 -3.18520 4.47219 -5.99402  0.22
H34 -4.89679 4.95138 -5.96440  0.32
H35 -3.98311 4.94959 -7.50913  0.36
H36 -5.40764 7.57241 -6.26958  0.32
H37 -4.49389 7.57055 -7.81430  0.33
H38 -3.99600 8.63258 -6.47847  0.29
C17 5.38944 -4.43752 4.16552  -1.02
C18 6.13431 -3.97240 2.94281  0.82
O5 5.61552 -3.20705 2.13176  -0.52
C19 7.53846 -4.47996 2.75096  -1.10
H39 4.38941 -3.99120 4.17271  0.25
H40 5.28691 -5.52544 4.14655  0.33
H41 5.92041 -4.12086 5.06680  0.31
H42 7.53161 -5.56979 2.66897  0.32
H43 8.16503 -4.16516 3.58925  0.32
H44 7.95245 -4.06152 1.82734  0.29
C20 2.46798 6.29223 0.52944  -1.16
C21 1.69992 6.70506 -0.69769  0.91
O6 1.91619 6.18531 -1.79121  -0.55
C22 0.65706 7.77839 -0.53498  -1.30
H45 3.18588 5.50972 0.26187  0.25
H46 3.01672 7.14844 0.92972  0.49
H47 1.78136 5.89491 1.28124  0.27
H48 1.12519 8.70080 -0.18212  0.41
H49 -0.11013 7.44718 0.16940  0.32
H50 0.18339 7.97372 -1.50298  0.33
C23 -1.41989 -1.68043 -4.20320  -0.96
C24 -0.88628 -2.98898 -3.68441  0.76
O7 -1.04436 -4.03604 -4.31001  -0.61
C25 -0.15178 -2.96673 -2.37061  -0.63
H51 -1.92636 -1.84876 -5.15947  0.30
H52 -2.14052 -1.26573 -3.49386  0.29
H53 -0.59600 -0.98011 -4.36213  0.24
H54 -0.81597 -2.60933 -1.57965  0.08
H55 0.72853 -2.32370 -2.44802  0.32
H56 0.17617 -3.98149 -2.12109  0.19
C26 -5.93202 -4.50253 5.44906  -1.05
C27 -6.70008 -4.08969 4.22193  0.91
O8 -6.48381 -4.60944 3.12840  -0.57
C28 -7.74294 -3.01636 4.38464  -1.14
H57 -5.21412 -5.28503 5.18148  0.18
H58 -5.38328 -3.64631 5.84933  0.32
H59 -6.61864 -4.89984 6.20085  0.40
H60 -7.27481 -2.09395 4.73750  0.32
H61 -8.51013 -3.34757 5.08902  0.33
H62 -8.21661 -2.82103 3.41664  0.31
C29 4.28989 2.61875 -4.56116  -1.24
C30 3.05891 3.28966 -4.01276  0.87
O9 1.99152 2.68607 -3.91753  -0.53
C31 3.18455 4.72759 -3.58541  -0.82
H63 4.05055 1.58404 -4.82836  0.32
H64 4.62969 3.14215 -5.45840  0.32
H65 5.07759 2.61122 -3.80355  0.32
H66 3.47511 5.34490 -4.43922  0.37
H67 3.92302 4.81388 -2.78437  0.22
H68 2.21786 5.08044 -3.21053  0.21

(2)
Molecular formula: C31H68N6O9
Method: DFT, ωB97M-V with the def2-TZVPD basis set

Calculated values
- Multiplicity: 1
- SMILES: CCCCCC1=C(ON=O)C(=O)C=CC1=O.COC[C@@H](C)N.COC[C@@H](C)N.COC[C@@H](C)N.COC[C@@H](C)N.COC[C@@H](C)N
- ΔE to the lowest compared entry with this formula, charge and spin: 0.0 kJ/mol
- Calculated total energy: -2227.4090 Eh
- Lowest unoccupied orbital energy: -0.99 eV
- HOMO: -0.3308 hartree

Last column: Mulliken charge in e.
Element x y z (Å)
C1 3.61214 -1.17365 3.37263  -1.59
C2 3.26438 -0.96922 1.90516  0.30
C3 2.35412 0.23620 1.56364  0.46
C4 2.37850 1.41106 2.53927  -1.37
C5 1.45273 1.27905 3.75979  -1.23
C6 0.11071 0.75664 3.38120  0.67
C7 -0.94226 1.50846 3.03759  0.34
O1 -0.88985 2.88490 3.03363  -0.39
N1 -1.71702 3.45348 4.14366  0.24
O2 -1.21826 3.28019 5.16188  -0.21
C8 -2.21385 0.85257 2.62137  0.27
O3 -3.31242 1.33304 2.84194  -0.60
C9 -2.02053 -0.43786 1.90973  -0.24
C10 -0.99093 -1.20812 2.24999  -0.68
C11 -0.08695 -0.73249 3.32902  0.53
O4 0.44144 -1.48362 4.13368  -0.63
H1 4.35638 -1.96561 3.42631  0.46
H2 2.77122 -1.52018 3.95877  0.24
H3 4.07167 -0.29915 3.81609  0.33
H4 2.84282 -1.87555 1.49346  0.13
H5 4.20279 -0.81038 1.38071  -0.23
H6 1.34182 -0.11130 1.37233  -0.46
H7 2.70887 0.62144 0.60961  0.58
H8 3.39914 1.55629 2.87522  0.44
H9 2.04940 2.29343 2.00122  0.58
H10 1.88201 0.70639 4.57195  0.46
H11 1.29793 2.27718 4.15445  0.40
H12 -2.72418 -0.70268 1.14077  0.61
H13 -0.80700 -2.15488 1.77064  0.46
C12 -1.81158 0.07460 -4.38328  -0.66
O5 -0.52381 0.13348 -3.79377  -0.42
C13 -0.22832 1.33989 -3.12048  -0.82
C14 -0.78013 1.42971 -1.69103  0.36
C15 -2.27844 1.71076 -1.62233  -1.34
N2 -0.48723 0.22492 -0.90874  -0.22
H14 -2.13320 1.05011 -4.75721  0.30
H15 -2.55173 -0.31020 -3.67660  0.21
H16 -1.76083 -0.61793 -5.22286  0.33
H17 0.86316 1.37951 -3.06524  0.36
H18 -0.55137 2.20069 -3.72119  0.43
H19 -0.27028 2.26988 -1.20983  0.32
H20 -2.87089 0.82462 -1.85122  0.31
H21 -2.55505 2.03243 -0.61756  0.30
H22 -2.56490 2.50288 -2.31696  0.25
H23 0.52016 0.09681 -0.85776  0.02
H24 -0.81242 -0.57486 -1.44664  0.30
C16 4.94317 -0.52617 -2.52140  -0.88
O6 5.40434 -0.16469 -1.23238  -0.01
C17 6.80955 -0.15808 -1.06561  -0.78
C18 7.50732 1.12191 -1.54621  0.23
C19 7.64237 1.21799 -3.06255  -1.44
N3 6.84968 2.33375 -1.04960  -0.73
H25 5.58386 -1.28217 -2.98511  0.36
H26 4.86831 0.34361 -3.17771  0.21
H27 3.94239 -0.94370 -2.40548  0.28
H28 6.97121 -0.24847 0.01200  0.30
H29 7.25097 -1.04912 -1.53240  0.46
H30 8.51849 1.09992 -1.12978  0.42
H31 6.70169 1.49242 -3.53925  0.30
H32 8.36951 1.98553 -3.32490  0.36
H33 7.98125 0.27255 -3.49093  0.33
H34 6.85763 2.32909 -0.03367  0.28
H35 5.86489 2.27404 -1.29304  0.30
C20 -5.54979 1.37836 -5.81167  -0.73
O7 -4.30516 2.01006 -6.05040  -0.28
C21 -4.36853 3.21788 -6.78379  -0.77
C22 -4.71628 4.45719 -5.94682  0.32
C23 -6.19175 4.55703 -5.57329  -1.43
N4 -3.91012 4.54544 -4.72536  -0.69
H36 -6.23854 1.51831 -6.64916  0.33
H37 -6.01251 1.74105 -4.89093  0.26
H38 -5.35888 0.31196 -5.69191  0.25
H39 -3.36484 3.35835 -7.19366  0.34
H40 -5.05088 3.10949 -7.63687  0.44
H41 -4.47712 5.32736 -6.56492  0.45
H42 -6.45497 3.87590 -4.76461  0.27
H43 -6.42298 5.56475 -5.23024  0.36
H44 -6.83264 4.33730 -6.42942  0.36
H45 -2.92609 4.59368 -4.97451  0.29
H46 -4.00238 3.66249 -4.23007  0.24
C24 5.06229 -3.52854 -0.29159  -0.21
O8 4.63200 -3.60728 1.05274  -0.08
C25 4.02239 -4.82413 1.43383  -0.83
C26 5.00245 -5.94365 1.81166  0.29
C27 5.67395 -6.60567 0.61270  -1.43
N5 6.03667 -5.48412 2.74263  -0.74
H47 4.39762 -4.07688 -0.96631  0.40
H48 6.08682 -3.89435 -0.40374  0.20
H49 5.05058 -2.47401 -0.56775  -0.35
H50 3.42811 -4.58246 2.32017  0.32
H51 3.32010 -5.15686 0.65737  0.47
H52 4.41572 -6.71286 2.32225  0.44
H53 6.46539 -5.98433 0.19440  0.29
H54 6.13167 -7.54751 0.91354  0.36
H55 4.95159 -6.81944 -0.17772  0.34
H56 5.59643 -5.14461 3.59308  0.28
H57 6.47120 -4.65894 2.33874  0.32
C28 -5.84196 -0.40789 2.88576  -0.63
O9 -7.10951 -0.99525 3.12974  -0.46
C29 -7.30485 -1.47227 4.44461  -0.69
C30 -7.71474 -0.39835 5.46293  0.36
C31 -6.56321 0.49704 5.90984  -1.34
N6 -8.80944 0.44356 4.97217  -0.73
H58 -5.05411 -0.90895 3.45552  0.30
H59 -5.84019 0.65621 3.11875  0.25
H60 -5.62537 -0.51578 1.82274  0.31
H61 -8.11915 -2.19843 4.37115  0.35
H62 -6.41595 -2.01945 4.78681  0.38
H63 -8.07716 -0.92987 6.34807  0.39
H64 -6.30517 1.23848 5.15441  0.25
H65 -6.84164 1.04167 6.81173  0.36
H66 -5.66946 -0.08933 6.13256  0.34
H67 -9.61867 -0.13868 4.77705  0.27
H68 -8.53560 0.80494 4.06272  0.31

(3)
Molecular formula: C31H69B3BrNO4
Method: DFT, ωB97M-V with the def2-TZVPD basis set

Calculated values
- Multiplicity: 1
- SMILES: CCCCCCCCCCCB1OB(N)OB(CC(=O)Br)O1.CCCCCC.CCCCCC.CCCCCC
- Calculated total energy: -4226.8868 Eh
- Lowest unoccupied orbital energy: -0.13 eV
- HOMO: -0.3803 hartree

Last column: Mulliken charge in e.
Element x y z (Å)
C1 0.14188 5.44473 -1.08081  -0.58
C2 -0.91109 4.15336 -0.99967  0.10
C3 -0.62303 3.28524 0.38225  -0.40
C4 -0.24805 1.71069 0.09688  -0.71
C5 1.39236 1.44262 -0.06119  0.24
C6 1.54394 -0.04064 -0.74236  -0.03
C7 1.90071 -0.04203 -2.34154  -0.46
C8 1.04982 1.02372 -3.24965  0.32
C9 2.12918 1.70772 -4.30527  -1.08
C10 3.09167 2.85039 -3.62892  0.78
C11 4.69603 2.47830 -3.91882  -0.83
B1 5.54106 3.21812 -2.68286  0.40
O1 6.35238 2.30774 -1.82741  -0.42
B2 6.03149 2.65152 -0.42607  0.55
N1 5.50569 1.65484 0.59329  -0.59
O2 6.20166 4.08487 -0.03546  -0.39
B3 5.28312 4.84856 -0.93519  0.40
C12 4.11743 5.77830 -0.23044  0.21
C13 4.00716 7.29531 -0.85995  0.35
O3 3.75583 8.31324 0.00160  -0.52
Br1 4.16256 7.78303 -2.79758  -0.13
O4 5.46351 4.67900 -2.41292  -0.27
H1 0.73096 5.54343 -0.07380  0.10
H2 0.87635 5.20845 -1.99050  0.02
H3 -0.41922 6.45605 -1.33761  0.33
H4 -0.84202 3.46631 -1.97221  0.14
H5 -2.04619 4.50945 -0.95618  0.03
H6 0.21192 3.75048 1.06011  0.41
H7 -1.62746 3.29927 1.02423  -0.19
H8 -0.59334 1.05645 1.00607  0.32
H9 -0.74389 1.27975 -0.87574  0.32
H10 1.83606 1.52689 1.02755  0.39
H11 1.84083 2.32306 -0.68817  -0.56
H12 2.46881 -0.56198 -0.19648  -0.09
H13 0.59772 -0.66693 -0.45099  0.20
H14 3.07130 0.05847 -2.55070  0.13
H15 1.61403 -1.12698 -2.74892  0.25
H16 0.27408 0.41362 -3.91751  0.35
H17 0.41529 1.80141 -2.64829  -0.50
H18 1.49210 2.19370 -5.17733  0.35
H19 2.81824 0.86343 -4.79149  0.35
H20 3.01177 2.90126 -2.44002  -0.68
H21 2.86747 3.89048 -4.12380  0.42
H22 4.80657 1.31588 -3.78831  0.19
H23 5.05826 2.86877 -4.96107  0.23
H24 4.66288 1.14346 0.24749  0.23
H25 5.22227 2.17186 1.45581  0.27
H26 4.40759 5.92304 0.91587  0.24
H27 3.06979 5.23064 -0.32590  -0.19
C14 -8.11587 4.31992 2.58259  -1.18
C15 -7.56961 2.99498 2.07617  -0.39
C16 -6.07429 2.81106 2.34732  -0.77
C17 -5.15564 3.82707 1.65885  -0.35
C18 -5.27401 3.89463 0.13469  -0.39
C19 -4.89716 2.59321 -0.55668  -1.03
H28 -7.64750 5.16950 2.07562  0.28
H29 -9.19258 4.37984 2.39788  0.38
H30 -7.95090 4.42581 3.65901  0.29
H31 -7.78496 2.89063 1.00672  0.23
H32 -8.11333 2.18358 2.57712  0.37
H33 -5.78570 1.79682 2.04726  0.32
H34 -5.90007 2.86457 3.42844  0.38
H35 -4.11707 3.58617 1.92291  0.06
H36 -5.34414 4.82623 2.07074  0.36
H37 -4.61108 4.68837 -0.22993  0.30
H38 -6.28971 4.18614 -0.15752  0.32
H39 -3.87002 2.30635 -0.31115  0.07
H40 -4.96363 2.71413 -1.64213  0.36
H41 -5.56546 1.77618 -0.27166  0.38
C20 1.10591 -3.06485 1.71402  -1.03
C21 1.70627 -3.80309 2.89931  -0.55
C22 3.18061 -3.46864 3.13972  -0.82
C23 4.13186 -3.85269 2.00052  -0.47
C24 4.12284 -5.33103 1.60546  -0.23
C25 4.56726 -6.25676 2.72761  -1.24
H42 1.59739 -3.34112 0.77579  0.26
H43 0.04458 -3.31102 1.61399  0.44
H44 1.19122 -1.98173 1.84317  0.37
H45 1.57018 -4.88280 2.77009  0.24
H46 1.13952 -3.52999 3.79886  0.36
H47 3.50464 -3.95798 4.06577  0.34
H48 3.27556 -2.39154 3.32106  0.38
H49 5.15202 -3.57102 2.29433  0.42
H50 3.89979 -3.25033 1.11349  0.09
H51 4.79888 -5.46640 0.75276  0.40
H52 3.12680 -5.62754 1.25619  0.09
H53 5.57802 -6.00388 3.06228  0.30
H54 4.57757 -7.29259 2.37519  0.39
H55 3.89194 -6.20431 3.58585  0.28
C26 -4.83294 -6.67643 0.94867  -1.19
C27 -4.25216 -6.35985 -0.41984  -0.33
C28 -3.01839 -7.19783 -0.76471  -0.79
C29 -1.81089 -6.99296 0.15732  -0.89
C30 -1.29526 -5.55569 0.25728  0.34
C31 -0.79157 -5.00331 -1.06745  -0.94
H56 -4.12380 -6.44763 1.75050  0.28
H57 -5.73222 -6.07869 1.12475  0.37
H58 -5.10901 -7.73259 1.02217  0.29
H59 -4.02461 -5.28992 -0.48659  0.24
H60 -5.02392 -6.55501 -1.17567  0.37
H61 -2.72717 -6.98357 -1.79975  0.31
H62 -3.29275 -8.25912 -0.74433  0.40
H63 -0.99500 -7.63800 -0.19572  0.41
H64 -2.05772 -7.34881 1.16527  0.33
H65 -0.47187 -5.53205 0.98110  -0.23
H66 -2.07431 -4.89687 0.65859  0.29
H67 0.01722 -5.62428 -1.46474  0.27
H68 -0.40147 -3.99089 -0.92576  0.09
H69 -1.58975 -4.95073 -1.81280  0.37